No. 1
Molecular formula: C5H7NO
Method: DFT, ωB97M-V/def2-TZVPD

Atoms and positions in Å:
O1 0.84 -1.57 0.01
N1 -0.52 0.62 3.06
C1 0.90 0.86 -0.52
C2 -0.81 0.22 2.01
C3 -1.12 -0.26 0.66
C4 0.13 0.13 -1.60
C5 0.13 -0.38 -0.19
H1 -1.84 0.44 0.21
H2 1.99 0.77 -0.54
H3 -1.61 -1.24 0.73
H4 1.33 -1.49 0.83
H5 0.53 1.81 -0.16
H6 -0.78 0.59 -1.99
H7 0.70 -0.45 -2.32

Output
frontier orbital gap: 11.34 eV
E_tot: -8834.831 eV
energy above the lowest of the compared OMol25 structures with the same formula, charge and spin: 31.6 kcal per mole
E_LUMO: 0.779 eV
SMILES string: N#CCC1(O)CC1

Atom charges from the Löwdin analysis, given in e for atoms 1 to 8: 0.024 0.143 -0.060 -0.214 -0.096 -0.059 -0.551 0.129

No. 2
Molecular formula: C5H7NO
Method: DFT, ωB97M-V/def2-TZVPD

Atoms and positions in Å:
O1 1.43 0.44 0.93
N1 0.78 -1.73 0.32
C1 -0.42 -1.13 -0.27
C2 0.52 1.33 0.26
C3 -1.48 -0.29 0.30
C4 -0.44 0.43 -0.50
C5 1.53 -0.72 0.21
H1 1.09 2.02 -0.38
H2 0.04 1.93 1.04
H3 -2.46 -0.38 -0.16
H4 -0.62 0.73 -1.53
H5 -1.45 -0.14 1.38
H6 2.22 -0.61 -0.64
H7 -0.68 -1.75 -1.14

Output
frontier orbital gap: 8.96 eV
E_tot: -8831.647 eV
energy above the lowest of the compared OMol25 structures with the same formula, charge and spin: 105.1 kcal per mole
E_LUMO: 0.470 eV
SMILES string: C1=N[C@H]2C[C@H]2CO1

Atom charges from the Löwdin analysis, given in e for atoms 1 to 8: -0.053 0.088 -0.262 -0.148 -0.081 -0.202 -0.240 0.121

No. 3
Molecular formula: C5H7NO
Method: DFT, ωB97M-V/def2-TZVPD

Atoms and positions in Å:
O1 2.02 1.13 -1.15
N1 1.19 -0.41 0.21
C1 -2.24 -1.58 0.45
C2 2.03 -0.02 -0.78
C3 0.27 0.73 0.61
C4 -1.03 0.69 -0.21
C5 -1.73 -0.55 0.10
H1 2.72 -0.77 -1.22
H2 -2.72 -2.49 0.73
H3 0.70 1.74 0.45
H4 -0.77 0.74 -1.27
H5 0.10 0.64 1.68
H6 -1.68 1.55 -0.02
H7 1.14 -1.42 0.42

Output
frontier orbital gap: 10.69 eV
E_tot: -8834.039 eV
energy above the lowest of the compared OMol25 structures with the same formula, charge and spin: 49.9 kcal per mole
E_LUMO: 0.937 eV
SMILES string: C#CCCNC=O

Atom charges from the Löwdin analysis, given in e for atoms 1 to 8: -0.015 0.042 0.106 -0.381 -0.163 -0.201 -0.162 0.131

No. 4
Molecular formula: C5H7NO
Method: DFT, ωB97M-V/def2-TZVPD

Atoms and positions in Å:
O1 -0.98 -0.14 -0.52
N1 0.17 -0.10 1.58
C1 -1.07 -0.25 2.33
C2 0.11 -0.07 0.33
C3 0.57 1.06 -1.98
C4 1.12 -0.09 -0.77
C5 -0.06 -0.22 -1.64
H1 -1.32 0.71 2.80
H2 -0.90 -0.97 3.14
H3 1.16 1.38 -1.02
H4 -1.92 -0.58 1.73
H5 -0.19 -1.04 -2.33
H6 1.22 0.91 -2.84
H7 2.08 -0.58 -0.81

Output
frontier orbital gap: 9.95 eV
E_tot: -8831.238 eV
energy above the lowest of the compared OMol25 structures with the same formula, charge and spin: 114.5 kcal per mole
E_LUMO: 1.000 eV

Atom charges from the Löwdin analysis, given in e for atoms 1 to 8: 0.042 0.065 -0.114 -0.378 0.050 -0.079 -0.312 0.080

No. 5
Molecular formula: C5H7NO
Method: DFT, ωB97M-V/def2-TZVPD

Atoms and positions in Å:
O1 1.00 0.87 -1.91
N1 -0.42 0.38 1.36
C1 0.25 0.71 -0.98
C2 1.50 -1.09 0.54
C3 -1.28 0.83 -0.86
C4 -1.13 -0.20 0.26
C5 0.40 -0.12 0.26
H1 -1.73 -1.09 0.41
H2 2.29 -0.60 1.11
H3 -1.78 0.51 -1.78
H4 1.14 -1.94 1.13
H5 -0.50 1.40 1.39
H6 -1.68 1.79 -0.53
H7 1.93 -1.45 -0.40

Output
frontier orbital gap: 10.41 eV
E_tot: -8834.239 eV
energy above the lowest of the compared OMol25 structures with the same formula, charge and spin: 45.3 kcal per mole
E_LUMO: 0.983 eV
SMILES string: C[C@]12N[C@H]1CC2=O

Atom charges from the Löwdin analysis, given in e for atoms 1 to 8: 0.106 0.100 -0.340 -0.006 -0.030 -0.201 -0.364 0.143

No. 6
Molecular formula: C5H7NO
Method: DFT, ωB97M-V/def2-TZVPD

Atoms and positions in Å:
O1 -0.11 -0.44 1.74
N1 -1.82 -0.31 0.03
C1 0.27 0.68 -0.32
C2 0.06 -1.16 -0.76
C3 -1.26 -1.43 -0.60
C4 -0.52 0.03 0.70
C5 1.57 1.37 0.14
H1 1.38 2.11 0.94
H2 2.07 1.92 -0.66
H3 2.25 0.64 0.57
H4 -2.59 -0.45 0.66
H5 -0.32 1.32 -0.99
H6 -1.85 -2.35 -0.78
H7 0.86 -1.91 -0.67

Output
frontier orbital gap: 9.43 eV
E_tot: -8832.458 eV
energy above the lowest of the compared OMol25 structures with the same formula, charge and spin: 86.4 kcal per mole
E_LUMO: 1.043 eV

Atom charges from the Löwdin analysis, given in e for atoms 1 to 8: 0.058 0.049 -0.118 0.058 -0.146 -0.561 -0.063 0.091

No. 7
Molecular formula: C5H7NO
Method: DFT, ωB97M-V/def2-TZVPD

Atoms and positions in Å:
O1 1.32 -1.21 1.74
N1 -2.62 0.17 -1.31
C1 -1.79 0.35 -0.47
C2 1.85 1.06 -0.43
C3 0.87 1.12 0.50
C4 -0.64 -1.31 0.35
C5 0.50 -0.84 0.95
H1 -0.21 1.21 0.17
H2 1.07 1.61 1.45
H3 -0.59 -1.71 -0.64
H4 1.77 0.44 -1.31
H5 -1.34 -1.76 1.04
H6 -3.02 -0.59 -1.83
H7 2.84 1.45 -0.22

Output
frontier orbital gap (spin up / spin down): 7.20 / 7.21 eV
E_tot: -8829.787 eV
energy above the lowest of the compared OMol25 structures with the same formula, charge and spin: 148.0 kcal per mole
E_LUMO (spin up / spin down): -0.310 / -0.307 eV

Atom charges from the Löwdin analysis, given in e for atoms 1 to 8: 0.112 0.065 -0.066 0.007 -0.158 -0.094 -0.324 0.014

No. 8
Molecular formula: C5H7NO
Method: DFT, ωB97M-V/def2-TZVPD

Atoms and positions in Å:
O1 0.43 0.06 -1.25
N1 2.16 -1.29 1.02
C1 -0.24 -0.50 1.16
C2 0.98 -0.95 0.96
C3 -0.83 0.62 0.30
C4 -1.05 -0.16 -0.99
C5 0.32 1.27 -0.45
H1 -1.50 0.24 -1.88
H2 -1.53 -1.14 -0.77
H3 1.19 1.55 0.15
H4 2.57 -1.89 0.31
H5 -0.92 -1.14 1.71
H6 0.03 2.12 -1.08
H7 -1.60 1.21 0.80

Output
frontier orbital gap: 9.48 eV
E_tot: -8832.544 eV
energy above the lowest of the compared OMol25 structures with the same formula, charge and spin: 84.4 kcal per mole
E_LUMO: 1.006 eV
SMILES string: N=C=CC1COC1

Atom charges from the Löwdin analysis, given in e for atoms 1 to 8: -0.151 0.163 -0.087 -0.197 -0.256 -0.111 -0.164 0.111